This record from the Open Molecules 2025 dataset describes a 20-piece molecular cluster, C93H142N20O7 overall. The level of theory is ωB97M-V with the def2-TZVPD basis set.

Element x y z (Å)
1 N -6.10762 0.67349 0.62450
2 C -6.81920 1.19219 -0.39505
3 C -8.08386 1.75342 -0.31502
4 C -8.61493 1.77814 1.00525
5 C -7.90339 1.35093 2.05493
6 C -6.63580 0.69181 1.85209
7 H -6.32713 1.10521 -1.32188
8 H -8.53284 2.23751 -1.13210
9 H -9.56388 2.27623 1.18360
10 H -8.29072 1.43852 3.02569
11 H -6.06603 0.13057 2.58991
12 N 4.54431 -4.35532 4.61517
13 C 4.43460 -5.63826 4.92512
14 C 3.38037 -6.17864 5.60791
15 C 2.31281 -5.35561 5.91849
16 C 2.32315 -4.00970 5.55039
17 C 3.49656 -3.57688 4.95585
18 H 5.30120 -6.30241 4.74221
19 H 3.38305 -7.23854 5.86915
20 H 1.43500 -5.79151 6.28027
21 H 1.56538 -3.32794 5.91014
22 H 3.67705 -2.54091 4.69668
23 N -6.33322 5.00167 5.93200
24 C -5.98499 4.12278 6.81265
25 C -4.65009 3.92862 7.20646
26 C -3.71393 4.54996 6.43417
27 C -4.08778 5.37971 5.36860
28 C -5.41765 5.63957 5.22601
29 H -6.72178 3.55732 7.35013
30 H -4.39925 3.27856 8.02305
31 H -2.64937 4.37481 6.65984
32 H -3.29068 5.79287 4.81523
33 H -5.76995 6.38068 4.53794
34 N 0.61841 -7.10031 2.04419
35 C -0.28208 -6.32171 1.36576
36 C 0.07221 -5.16888 0.67970
37 C 1.32719 -4.61475 0.80437
38 C 2.24903 -5.37311 1.61519
39 C 1.84481 -6.60560 2.13105
40 H -1.30813 -6.66089 1.41519
41 H -0.69375 -4.57533 0.20091
42 H 1.66212 -3.75236 0.32344
43 H 3.28982 -4.97110 1.65193
44 H 2.59753 -7.22710 2.65051
45 N 4.67826 -2.93009 0.27445
46 C 4.88442 -1.86947 -0.54602
47 C 5.67961 -0.75346 -0.25245
48 C 6.43987 -0.81907 0.92030
49 C 6.37743 -1.93111 1.71850
50 C 5.42689 -2.89842 1.39995
51 H 4.26853 -1.89124 -1.44108
52 H 5.65023 0.13677 -0.87385
53 H 7.08232 0.03142 1.12029
54 H 6.92671 -1.91997 2.66068
55 H 5.22924 -3.76371 1.95359
56 N -2.51112 -6.32992 -3.39380
57 C -2.61938 -5.04526 -3.74009
58 C -1.55910 -4.13665 -3.61747
59 C -0.42224 -4.52123 -2.88388
60 C -0.35916 -5.81896 -2.43273
61 C -1.35397 -6.69676 -2.82812
62 H -3.53538 -4.70274 -4.13153
63 H -1.70668 -3.12839 -3.99031
64 H 0.41257 -3.88200 -2.75038
65 H 0.53830 -6.29377 -2.09459
66 H -1.29713 -7.76164 -2.74345
67 N 3.22125 -0.04935 -3.52472
68 C 4.44688 0.05984 -4.03743
69 C 4.96774 1.28601 -4.46709
70 C 4.11384 2.33407 -4.67759
71 C 2.80265 2.19917 -4.34267
72 C 2.44154 1.04775 -3.74225
73 H 5.04826 -0.85890 -4.00747
74 H 6.03525 1.35218 -4.64080
75 H 4.45516 3.29454 -5.13055
76 H 2.03122 2.97548 -4.34958
77 H 1.43197 1.07499 -3.36479
78 N 2.63097 -3.58004 -4.70252
79 C 2.64221 -4.84488 -5.05340
80 C 2.80502 -5.86317 -4.17316
81 C 3.02461 -5.63068 -2.81486
82 C 2.95285 -4.28872 -2.43903
83 C 2.78147 -3.33086 -3.42365
84 H 2.57241 -5.03529 -6.12408
85 H 2.86659 -6.87397 -4.53982
86 H 3.39651 -6.42538 -2.18915
87 H 3.06544 -3.84790 -1.46052
88 H 2.66651 -2.28237 -3.18680
89 N -2.09572 -3.07933 5.20396
90 C -1.14294 -3.68103 4.54136
91 C -0.86321 -5.08700 4.63450
92 C -1.65928 -5.81894 5.49190
93 C -2.72081 -5.21684 6.16541
94 C -2.82746 -3.87740 5.99858
95 H -0.47694 -3.02286 3.96560
96 H -0.06958 -5.61592 4.10991
97 H -1.62901 -6.93509 5.59915
98 H -3.29559 -5.63442 6.93567
99 H -3.42861 -3.32576 6.61397
100 N -1.57892 5.07389 3.01328
101 C -0.74570 4.07561 3.34886
102 C -0.76149 2.81109 2.71647
103 C -1.84107 2.61993 1.87013
104 C -2.74804 3.60932 1.59978
105 C -2.54124 4.82177 2.18533
106 H -0.03948 4.37520 4.08504
107 H -0.07356 2.07931 2.99478
108 H -1.97468 1.63863 1.51203
109 H -3.66061 3.39978 1.11772
110 H -3.32734 5.57223 2.11519
111 N 0.98470 7.03723 -2.61812
112 C 0.26116 7.26413 -1.50416
113 C -0.33286 6.24635 -0.72090
114 C 0.07366 4.94148 -0.97047
115 C 0.83078 4.68295 -2.09194
116 C 1.21608 5.75901 -2.91113
117 H 0.03106 8.27872 -1.36519
118 H -0.99437 6.53591 0.06405
119 H -0.27953 4.01385 -0.46341
120 H 1.22602 3.67974 -2.32314
121 H 1.70854 5.55158 -3.85248
122 N -0.21274 3.04372 -5.75699
123 C -0.68283 4.20595 -5.24584
124 C -0.41387 5.48208 -5.65439
125 C 0.28731 5.56669 -6.86464
126 C 0.73808 4.42401 -7.47107
127 C 0.54784 3.25290 -6.82882
128 H -1.39640 4.12628 -4.38460
129 H -0.77655 6.30228 -5.02022
130 H 0.43409 6.54695 -7.31965
131 H 1.44456 4.44375 -8.29480
132 H 0.98503 2.34025 -7.16163
133 N 3.80468 3.95938 -1.10178
134 C 3.33770 4.83609 -0.26023
135 C 3.09711 4.56095 1.11867
136 C 3.47920 3.32474 1.56515
137 C 4.05353 2.36755 0.65881
138 C 4.21795 2.75987 -0.62428
139 H 3.20856 5.84330 -0.66193
140 H 2.64753 5.29997 1.83757
141 H 3.21139 3.09925 2.58449
142 H 4.50374 1.51717 1.07587
143 H 4.67730 2.11422 -1.37155
144 C -2.78914 1.42540 -2.88956
145 C -2.45409 0.36200 -3.99612
146 C -3.08444 0.90867 -5.27751
147 O -2.96768 -0.14290 -6.25476
148 C -3.49064 0.20948 -7.46869
149 N -1.03031 0.08760 -3.95011
150 H -2.06800 2.24302 -3.16871
151 H -2.52352 1.02243 -1.89554
152 H -3.79128 1.82948 -2.93362
153 H -2.92812 -0.59541 -3.89283
154 H -2.53966 1.77666 -5.71512
155 H -4.07780 1.36178 -5.09547
156 H -2.85313 0.99052 -7.96221
157 H -4.48426 0.65148 -7.21277
158 H -3.65335 -0.68922 -8.12873
159 H -0.70510 -0.62435 -4.62234
160 H -0.53243 0.91562 -4.28539
161 C -3.26146 -0.42248 2.87716
162 C -2.85990 -1.37112 1.76837
163 C -3.62299 -2.73705 1.78944
164 O -2.96922 -3.57808 0.87527
165 C -3.71840 -4.81653 0.59284
166 N -2.92390 -0.69510 0.41370
167 H -3.60860 -1.08500 3.64133
168 H -4.13914 0.15309 2.62473
169 H -2.37412 0.11369 3.28035
170 H -1.80105 -1.61179 1.78022
171 H -4.62815 -2.56650 1.40189
172 H -3.68807 -3.25425 2.75560
173 H -3.90541 -5.28823 1.57960
174 H -3.15144 -5.48691 -0.01924
175 H -4.69163 -4.55978 0.08975
176 H -2.92846 -1.40671 -0.31434
177 H -3.83533 -0.22482 0.26503
178 C 0.96920 0.61588 8.34413
179 C 0.61015 -0.17496 7.14674
180 C -0.49815 0.49710 6.37645
181 O -1.53530 1.01947 7.19287
182 C -2.86216 0.84575 6.65859
183 N 1.72007 -0.57014 6.23242
184 H 1.51802 1.48502 8.00235
185 H 1.60204 0.12755 9.02951
186 H 0.03952 0.98741 8.86911
187 H 0.14872 -1.03801 7.49073
188 H -0.93108 -0.19918 5.66681
189 H -0.10759 1.24181 5.64356
190 H -3.04376 -0.22955 6.37414
191 H -2.93194 1.40750 5.71000
192 H -3.59410 1.27223 7.32601
193 H 2.44142 -1.00727 6.78470
194 H 2.16759 0.27212 5.99506
195 C 6.18040 -1.16303 8.15297
196 C 6.02540 -1.84984 6.83443
197 C 6.36730 -0.95426 5.60071
198 O 5.51278 0.17317 5.40667
199 C 5.87039 0.86923 4.26927
200 N 7.04595 -2.94869 6.67008
201 H 6.24670 -1.90484 8.96220
202 H 5.38313 -0.41256 8.28852
203 H 7.16025 -0.64076 8.12921
204 H 5.02483 -2.23992 6.67382
205 H 6.43402 -1.55941 4.72674
206 H 7.38277 -0.58565 5.83302
207 H 5.47936 1.89475 4.22469
208 H 5.48910 0.37499 3.39432
209 H 6.93446 0.98198 4.05984
210 H 6.87130 -3.58846 7.47227
211 H 6.91173 -3.53056 5.83204
212 C -4.54147 4.40314 -6.81224
213 C -5.61307 3.97907 -5.86598
214 C -5.51225 4.79052 -4.64589
215 O -4.29351 4.47377 -3.97731
216 C -4.08250 5.17571 -2.81599
217 N -6.95693 4.14717 -6.40729
218 H -4.55593 3.87314 -7.73873
219 H -3.51727 4.14640 -6.40084
220 H -4.65109 5.45737 -6.93304
221 H -5.43249 2.96714 -5.51367
222 H -6.41492 4.68047 -4.01466
223 H -5.46881 5.85417 -4.90073
224 H -4.78091 4.81169 -2.04465
225 H -4.14724 6.25434 -2.85396
226 H -3.07029 4.95397 -2.48861
227 H -7.22253 3.48075 -7.14455
228 H -7.64102 3.89447 -5.67562
229 C -0.01735 -0.29334 -8.36984
230 C 0.97511 -1.17263 -7.58345
231 C 2.30896 -0.47619 -7.15414
232 O 3.05108 -0.00912 -8.30306
233 C 4.42426 -0.06415 -7.93790
234 N 0.35659 -1.82219 -6.37280
235 H -0.45767 0.58137 -7.85162
236 H -0.83478 -1.01494 -8.63050
237 H 0.41920 0.00708 -9.33761
238 H 1.29793 -1.90403 -8.34025
239 H 2.78542 -1.24914 -6.59255
240 H 2.02776 0.31843 -6.45616
241 H 5.03937 0.08399 -8.83061
242 H 4.59655 -1.00524 -7.47843
243 H 4.63562 0.69845 -7.23809
244 H 0.93189 -2.55869 -6.03654
245 H -0.53033 -2.26480 -6.62686
246 C 0.56725 0.86714 -0.40589
247 C 1.20189 -0.49188 -0.43772
248 C 1.50245 -0.96515 1.00509
249 O 1.85555 0.19742 1.79085
250 C 2.23490 -0.10694 3.11296
251 N 0.43622 -1.53016 -1.12964
252 H 0.28778 1.11627 -1.43129
253 H 1.22838 1.64506 -0.03386
254 H -0.35473 0.74269 0.16466
255 H 2.20135 -0.48884 -0.79909
256 H 2.26075 -1.69511 0.97477
257 H 0.62103 -1.41493 1.48019
258 H 3.27516 -0.17683 3.25773
259 H 1.75247 -0.97405 3.50411
260 H 1.81722 0.62537 3.77000
261 H 0.24323 -1.32479 -2.09519
262 H -0.50494 -1.51205 -0.68733

Output
HOMO level = -8.6 eV
HOMO-LUMO gap = 9.06 eV
Charge = 0

Mulliken atomic charge list, values in e, 4 entries:
1 N -0.0535
2 C -0.1486
3 C -0.8279
4 C -0.1258

---

This record from the Open Molecules 2025 dataset describes an isolated ion of composition C5H8NOS and charge +1. The level of theory is ωB97M-V with the def2-TZVPD basis set.

Element x y z (Å)
1 C 1.41573 1.30148 -0.08826
2 C 2.65703 0.83095 -0.25318
3 C 1.12133 -0.93656 0.27127
4 C -2.01631 -1.17563 -0.50899
5 C -0.85786 0.56806 0.68340
6 N 0.53445 0.27594 0.28628
7 O -1.61450 -0.62373 0.70181
8 S 2.73741 -0.87988 -0.10279
9 H 1.17704 2.28565 -0.17703
10 H 3.39480 1.53230 -0.53948
11 H 0.46073 -1.67138 0.60836
12 H -2.55327 -2.17339 -0.20721
13 H -1.21101 -1.27326 -1.10883
14 H -2.76261 -0.45282 -1.14154
15 H -1.46474 1.26617 -0.00777
16 H -1.01822 1.12610 1.58395

Output
HOMO level = -14.6 eV
HOMO-LUMO gap = 10.11 eV
Relative energy (zero: lowest compared OMol25 entry of this formula, charge and spin) = 43.7 kcal per mole
Charge = +1

natural (NBO) atomic charge list, values in e, 4 entries:
1 C -0.0024
2 C -0.4003
3 C -0.1228
4 C -0.2549